Here is a structure of composition C18H19NO2 in a non-equilibrium geometry from OMol25. Energies are from wB97M-V/def2-TZVPD.

```
! wB97M-V def2-TZVPD RIJCOSX def2/J DEFGRID3
* xyz 0 1
O -0.1171 -0.6001 -4.5102
C 0.0648 -0.3899 -3.2646
N 0.3312 -1.5243 -2.4070
C 0.7682 -1.5213 -1.2077
C 1.9502 -1.8041 -1.0741
C 2.6270 -2.0020 0.2176
C 1.8816 -1.7073 1.2226
C 0.2768 -1.4771 1.1107
C -0.1676 -1.3996 -0.2189
C -1.5353 -0.9318 -0.4554
C -2.3714 -1.4381 0.7984
C -1.8972 -0.6808 1.9053
C -0.6259 -1.0445 2.2316
H 0.0818 -0.6416 3.1121
H -0.8228 -2.1713 2.7633
H -2.3698 -0.5657 2.7316
H -1.6133 0.6825 1.6531
H -3.3401 -0.8357 0.4801
H -2.5478 -2.3590 1.0832
H -1.7424 -1.5909 -1.3259
H -1.6667 0.0411 -0.7594
H 2.2463 -1.9877 2.3333
H 3.6664 -2.4302 0.5576
H 2.9609 -2.1891 -1.8431
H 0.2426 -2.5741 -3.0287
C 0.0622 0.9475 -2.7004
O 0.9354 1.2009 -1.7765
C 0.5775 1.6668 -0.4900
C 1.4947 1.5982 0.4583
C 1.1537 2.3361 1.7137
C -0.0122 3.0716 1.8117
C -0.8463 3.3715 0.5607
C -0.4232 2.6924 -0.5192
H -1.0649 3.0121 -1.5332
H -1.5378 4.1302 0.5636
H -0.1529 3.5489 2.8049
H 1.5232 2.0927 2.5947
H 2.4605 0.9126 0.5096
H -0.9378 1.0923 -2.4990
H 0.4874 1.4686 -3.6042
*
```

Values from the calculation:
Maximum force, Eh/bohr: 0.336
HOMO level, eV: -8.3
Energy relative to the best compared isomer or geometry (same formula, charge and spin), kcal per mole: 295.84
Kohn-Sham gap, eV: 8.98